1.
A structure of composition C4H8N2. Source: the Open Molecules 2025 dataset; level of theory: wB97M-V/def2-TZVPD.

Each line ends with the Mulliken charge.
Element x y z (Å)
C -0.63 1.07 -0.88  -1.17
C 0.14 -0.02 -0.54  0.59
C 1.54 0.10 -0.02  -1.31
N -0.36 -1.27 -0.59  -0.33
C -1.27 0.06 1.78  0.15
N -1.01 -0.74 2.61  -0.49
H -1.29 0.83 0.64  0.29
H -1.42 0.93 -1.61  0.34
H -0.14 2.04 -0.90  0.35
H 2.21 -0.18 -0.83  0.37
H 1.72 -0.55 0.85  0.38
H 1.75 1.14 0.26  0.30
H 0.11 -2.02 -0.09  0.25
H -1.36 -1.39 -0.68  0.28

Summary:
* electronic energy: -7255.7317 eV
* HOMO-LUMO gap: 9.97 eV
* ΔE to the lowest compared entry with this formula, charge and spin: 206.8 kJ/mol
* highest occupied orbital energy: -9.060 eV

=====

2.
A cluster of 6 separate species, C20H31O16 in total. Source: the Open Molecules 2025 dataset; level of theory: wB97M-V/def2-TZVPD.

Each line ends with the Mulliken charge.
Element x y z (Å)
O -0.33 -0.34 -0.75  -0.48
H 0.42 -0.30 -0.14  -0.25
C -3.78 -2.96 0.72  -1.50
C -2.28 -3.06 0.56  0.63
C -1.43 -2.85 1.83  0.23
O -0.90 -4.14 2.14  -0.42
C -1.19 -5.02 1.16  0.64
O -0.78 -6.13 1.15  -0.56
O -1.98 -4.44 0.24  -0.42
H -4.12 -1.94 0.89  0.32
H -4.07 -3.57 1.58  0.38
H -4.24 -3.32 -0.20  0.37
H -1.90 -2.43 -0.25  0.19
H -1.91 -2.53 2.75  0.28
H -0.60 -2.20 1.55  -0.08
C 3.28 -1.64 -0.61  -1.08
C 2.34 -2.74 -0.14  0.55
C 1.04 -2.93 -0.97  0.67
O 1.07 -4.33 -1.29  -0.41
C 2.24 -4.89 -0.94  0.54
O 2.58 -5.99 -1.22  -0.58
O 3.00 -4.02 -0.24  -0.45
H 3.11 -1.36 -1.65  0.33
H 4.30 -1.96 -0.43  0.44
H 3.09 -0.76 0.00  -0.07
H 2.08 -2.63 0.92  0.29
H 1.05 -2.26 -1.82  0.39
H 0.20 -2.68 -0.34  -0.83
C -2.55 0.53 2.87  -1.38
C -1.71 1.35 1.94  1.57
C -2.40 1.83 0.66  0.07
O -2.09 3.22 0.58  -0.35
C -1.51 3.65 1.73  0.69
O -1.21 4.78 1.94  -0.60
O -1.30 2.61 2.54  -0.45
H -3.31 1.20 3.30  0.45
H -2.05 0.00 3.68  0.32
H -3.14 -0.14 2.24  0.10
H -0.75 0.86 1.76  -0.54
H -3.48 1.76 0.81  0.27
H -1.97 1.29 -0.19  -0.12
C 2.87 2.33 -0.10  -1.01
C 3.23 2.71 1.32  0.54
C 2.13 2.37 2.35  0.24
O 2.81 1.58 3.33  -0.40
C 4.05 1.29 2.93  0.64
O 4.81 0.57 3.49  -0.56
O 4.33 1.88 1.74  -0.42
H 2.25 3.06 -0.62  0.34
H 2.30 1.40 -0.10  0.01
H 3.77 2.13 -0.68  0.38
H 3.50 3.76 1.43  0.32
H 1.28 1.80 1.99  -0.43
H 1.74 3.29 2.78  0.30
C 0.08 3.50 -2.85  -1.11
C -0.39 2.53 -3.90  0.64
C -1.22 1.35 -3.39  0.29
O -2.28 1.25 -4.34  -0.37
C -2.37 2.40 -5.06  0.59
O -3.26 2.66 -5.81  -0.57
O -1.36 3.22 -4.75  -0.41
H -0.70 3.82 -2.15  0.30
H 0.46 4.44 -3.27  0.41
H 0.88 3.01 -2.30  0.08
H 0.45 2.23 -4.52  0.19
H -1.56 1.44 -2.36  -0.26
H -0.62 0.45 -3.50  0.13

Summary:
* electronic energy: -54005.5242 eV
* total charge: -1
* HOMO-LUMO gap: 7.79 eV
* ΔE to the lowest compared entry with this formula, charge and spin: 0.0 kJ/mol
* highest occupied orbital energy: -5.469 eV

=====

3.
The ion C5H14N with charge +1. Source: the Open Molecules 2025 dataset; level of theory: wB97M-V/def2-TZVPD.

Each line ends with the Mulliken charge.
Element x y z (Å)
C -0.18 -1.37 1.08  -1.62
C -0.05 0.09 0.81  0.47
C 0.25 0.47 -0.62  0.35
C 1.77 0.92 -0.70  -1.46
C -0.05 -0.46 -1.71  -1.35
N -1.52 0.65 1.16  -0.44
H -1.10 -1.64 0.69  0.58
H -0.52 -1.74 2.13  0.38
H 0.61 -2.04 0.69  0.31
H 0.64 0.65 1.53  0.36
H -0.24 1.41 -0.87  0.20
H 2.03 1.35 -1.65  0.43
H 2.37 0.01 -0.49  0.34
H 1.87 1.60 0.11  0.40
H 0.25 -0.15 -2.76  0.37
H -1.03 -0.64 -1.89  0.43
H 0.55 -1.43 -1.36  0.21
H -2.27 0.14 0.70  0.33
H -1.69 1.67 1.01  0.35
H -1.68 0.51 2.13  0.36

Summary:
* electronic energy: -6894.4641 eV
* structure (SMILES): CC(C)[C@H](C)[NH3+]
* total charge: +1
* HOMO-LUMO gap: 11.67 eV
* ΔE to the lowest compared entry with this formula, charge and spin: 134.9 kJ/mol
* highest occupied orbital energy: -15.258 eV

=====

4.
A cluster of 7 separate species, C44H38ClF9N8O13PS in total. Source: the Open Molecules 2025 dataset; level of theory: wB97M-V/def2-TZVPD.

Each line ends with the Mulliken charge.
Element x y z (Å)
O -4.18 0.08 -3.30  -0.27
P -3.59 1.24 -2.26  0.10
Cl -2.82 0.32 -0.57  -0.14
C -2.17 1.97 -3.26  0.49
C -1.84 1.51 -4.57  -0.70
N -0.83 2.10 -5.20  0.49
N -0.09 3.09 -4.80  -0.91
C -0.36 3.55 -3.60  -0.22
C -1.39 3.05 -2.74  0.47
C -1.63 3.59 -1.34  -0.94
C -0.31 3.87 -0.57  -1.32
C 0.24 2.66 0.23  0.88
F -0.81 2.12 0.86  -0.27
F 1.02 3.20 1.18  -0.26
C 1.00 1.64 -0.64  0.42
F 0.08 0.92 -1.27  -0.25
F 1.68 2.29 -1.57  -0.29
S 2.15 0.45 0.27  1.58
F 1.25 -0.82 -0.12  -0.33
F 1.34 0.55 1.62  -0.31
F 3.15 1.63 0.65  -0.17
F 2.95 0.21 -1.11  -0.35
F 3.16 -0.55 0.99  -0.35
H -4.02 -0.77 -2.87  0.27
H -2.40 0.67 -4.98  0.72
H -0.60 1.73 -6.12  0.30
H 0.26 4.36 -3.23  0.51
H -2.34 2.97 -0.81  0.45
H -2.12 4.57 -1.49  0.42
H -0.55 4.61 0.20  0.46
H 0.46 4.33 -1.20  0.51
C 5.05 3.08 2.55  -0.39
C 6.16 3.74 3.06  -0.41
C 6.41 3.74 4.42  -0.51
C 5.55 3.05 5.26  -0.07
C 4.44 2.39 4.77  -0.66
C 4.19 2.40 3.41  -0.08
N 5.83 3.02 6.70  1.03
O 6.80 3.63 7.10  -0.61
O 5.07 2.39 7.41  -0.60
H 4.86 3.08 1.49  0.50
H 6.82 4.27 2.38  0.44
H 7.27 4.26 4.81  0.57
H 3.77 1.86 5.44  0.45
H 3.33 1.89 3.01  0.32
C -6.21 -1.50 4.57  -0.60
C -6.73 -2.50 3.76  -0.14
C -7.09 -2.22 2.45  -0.36
C -6.90 -0.93 1.97  -0.04
C -6.39 0.08 2.77  -0.40
C -6.04 -0.22 4.08  -0.42
N -7.25 -0.63 0.58  1.06
O -7.72 -1.53 -0.10  -0.62
O -7.05 0.50 0.17  -0.63
H -5.93 -1.73 5.59  0.40
H -6.87 -3.50 4.15  0.38
H -7.49 -2.99 1.82  0.51
H -6.25 1.08 2.39  0.46
H -5.64 0.56 4.71  0.40
C -7.49 -3.82 -6.59  -0.47
C -7.37 -2.60 -5.94  -0.55
C -6.19 -1.87 -6.03  -0.24
C -5.15 -2.38 -6.79  0.22
C -5.25 -3.60 -7.44  -0.38
C -6.43 -4.32 -7.34  -0.45
N -3.91 -1.61 -6.91  1.02
O -3.85 -0.54 -6.31  -0.66
O -3.02 -2.05 -7.60  -0.60
H -8.41 -4.38 -6.52  0.41
H -8.19 -2.21 -5.35  0.41
H -6.10 -0.92 -5.52  0.45
H -4.43 -3.99 -8.03  0.45
H -6.53 -5.27 -7.84  0.39
C 6.02 -3.11 -0.43  -0.59
C 7.14 -3.93 -0.36  -0.36
C 7.71 -4.21 0.87  -0.47
C 7.15 -3.67 2.02  0.10
C 6.03 -2.85 1.96  -0.57
C 5.47 -2.57 0.73  -0.08
N 7.73 -3.99 3.33  1.03
O 8.72 -4.70 3.34  -0.60
O 7.20 -3.53 4.31  -0.60
H 5.57 -2.89 -1.39  0.39
H 7.57 -4.34 -1.26  0.39
H 8.58 -4.85 0.93  0.46
H 5.60 -2.43 2.86  0.48
H 4.60 -1.93 0.67  0.50
C -9.28 -7.74 -0.81  -0.40
C -8.07 -7.09 -1.03  -0.51
C -7.44 -6.45 0.02  -0.25
C -8.02 -6.46 1.28  0.09
C -9.23 -7.10 1.50  -0.34
C -9.86 -7.74 0.45  -0.48
N -7.34 -5.80 2.39  1.03
O -6.29 -5.23 2.16  -0.57
O -7.86 -5.85 3.49  -0.61
H -9.78 -8.25 -1.63  0.38
H -7.63 -7.09 -2.01  0.38
H -6.50 -5.94 -0.15  0.43
H -9.68 -7.10 2.49  0.45
H -10.81 -8.24 0.61  0.38
C 11.03 6.06 2.47  -0.55
C 11.41 6.55 1.22  -0.38
C 10.47 7.14 0.40  -0.40
C 9.16 7.24 0.83  0.16
C 8.76 6.75 2.06  -0.39
C 9.71 6.16 2.89  -0.38
N 8.16 7.89 -0.03  1.01
O 8.53 8.28 -1.12  -0.60
O 7.02 7.98 0.39  -0.61
H 11.77 5.61 3.12  0.39
H 12.44 6.47 0.90  0.38
H 10.76 7.52 -0.57  0.45
H 7.74 6.83 2.39  0.54
H 9.42 5.78 3.85  0.39

Summary:
* electronic energy: -141862.2008 eV
* total charge: +1
* HOMO-LUMO gap: 6.59 eV
* ΔE to the lowest compared entry with this formula, charge and spin: 0.0 kJ/mol
* highest occupied orbital energy: -11.377 eV

=====

5.
An isolated molecule of C6H12N2. Source: the Open Molecules 2025 dataset; level of theory: wB97M-V/def2-TZVPD.

Each line ends with the Mulliken charge.
Element x y z (Å)
C -0.44 -1.08 -0.39  -0.85
C 0.82 0.06 2.16  -0.86
C 1.53 0.13 -1.56  -1.75
C -1.91 -0.71 -0.43  -1.12
C 0.11 1.42 0.24  -0.13
C 0.64 0.09 -0.35  1.49
N 1.16 0.56 0.85  -0.24
N -0.71 2.02 -0.48  -0.55
H -1.35 2.63 0.03  0.20
H -0.22 -1.70 -1.26  0.38
H -0.25 -1.72 0.48  0.36
H 0.96 0.87 2.90  0.31
H -0.22 -0.27 2.30  0.31
H 1.49 -0.76 2.44  0.32
H 2.20 -0.74 -1.54  0.37
H 0.94 0.10 -2.48  0.35
H 2.15 1.03 -1.58  0.41
H -2.22 -0.16 0.47  0.27
H -2.16 -0.14 -1.33  0.31
H -2.53 -1.62 -0.46  0.42

Summary:
* electronic energy: -9392.9539 eV
* structure (SMILES): [H]/N=C1/N(C)[C@@]1(C)CC
* HOMO-LUMO gap: 8.64 eV
* ΔE to the lowest compared entry with this formula, charge and spin: 375.9 kJ/mol
* highest occupied orbital energy: -7.819 eV

=====

6.
A cluster of 2 separate species, C15H18BF2INO6P in total. Source: the Open Molecules 2025 dataset; level of theory: wB97M-V/def2-TZVPD.

Each line ends with the Mulliken charge.
Element x y z (Å)
O 2.61 0.97 0.15  -0.53
C 1.54 0.20 0.41  -0.21
C 1.80 -1.39 0.72  -0.37
C 0.83 -2.43 -0.09  -0.24
C 0.77 -2.15 -1.70  -0.53
C 1.44 -3.31 -2.65  -0.60
C 2.55 -4.27 -1.93  -0.47
C 2.45 -4.34 -0.29  -0.54
N 1.09 -3.90 0.20  0.11
P 0.89 -4.36 1.91  0.21
O 0.98 -6.14 1.90  -0.48
I -1.41 -3.92 2.72  0.08
C 0.07 0.95 0.43  0.55
C -0.74 1.32 1.83  -0.35
C -2.24 2.02 1.78  -0.35
C -2.95 2.37 0.34  -0.33
C -2.16 2.05 -1.07  -0.35
C -0.68 1.36 -1.00  -0.16
H 2.91 -1.62 0.38  0.24
H 1.77 -1.56 1.90  0.40
H -0.28 -2.22 0.32  0.22
H -0.38 -2.09 -2.01  0.25
H 1.24 -1.12 -2.03  0.22
H 0.55 -3.91 -3.15  0.31
H 2.00 -2.74 -3.53  0.28
H 3.65 -4.02 -2.25  0.33
H 2.35 -5.37 -2.32  0.27
H 2.64 -5.48 -0.01  0.39
H 3.35 -3.75 0.23  0.35
H 0.37 -4.45 -0.34  0.50
H 0.40 -6.50 1.15  0.35
H -0.27 1.09 2.88  0.27
H -2.83 2.25 2.77  0.30
H -4.02 2.87 0.31  0.32
H -2.66 2.32 -2.10  0.31
H -0.12 1.14 -2.02  0.24
B -0.95 6.80 1.31  0.57
O -2.09 7.73 1.27  -0.42
C -3.00 7.21 0.44  0.46
O -4.07 7.73 0.18  -0.61
C -2.51 5.96 -0.09  0.74
O -3.10 5.23 -0.87  -0.62
O -1.30 5.69 0.41  -0.34
F -0.75 6.31 2.66  -0.39
F 0.26 7.47 0.84  -0.37

Summary:
* electronic energy: -53115.1685 eV
* HOMO-LUMO gap: 5.68 eV
* highest occupied orbital energy: -8.318 eV

=====

7.
A cluster of 2 separate species, C7H19NP in total. Source: the Open Molecules 2025 dataset; level of theory: wB97M-V/def2-TZVPD.

Each line ends with the Mulliken charge.
Element x y z (Å)
C -2.49 -1.85 -0.79  -1.12
C 2.25 -1.39 0.82  -1.18
C -0.25 1.29 -2.72  -1.17
C 0.88 2.44 3.87  -0.26
C -1.04 -2.02 -0.76  -0.30
C 1.72 -0.48 -0.30  -0.45
C -0.59 1.17 -1.26  -0.47
N 0.21 1.66 3.11  -0.44
P -0.11 -0.35 -0.30  0.16
H -2.61 -0.96 -1.59  0.25
H -2.92 -2.79 -1.39  0.30
H -3.10 -1.83 0.06  0.37
H 2.53 -2.38 0.57  0.34
H 3.05 -0.94 1.35  0.34
H 1.36 -1.43 1.48  0.38
H -0.80 0.62 -3.41  0.30
H -0.57 2.25 -2.92  0.44
H 0.85 1.32 -2.91  0.30
H -0.73 0.03 0.99  0.17
H 0.66 3.52 4.05  0.23
H 1.58 1.95 4.45  0.29
H -0.75 -2.17 -1.86  0.35
H -0.68 -2.81 0.00  0.37
H 2.17 -0.51 -1.23  0.56
H 1.92 0.52 0.14  0.35
H -1.71 0.98 -1.22  0.30
H -0.41 2.07 -0.59  0.40
H -0.40 2.09 2.37  0.20

Summary:
* electronic energy: -18336.9874 eV
* total charge: +1
* HOMO-LUMO gap: 10.17 eV
* ΔE to the lowest compared entry with this formula, charge and spin: 227.2 kJ/mol
* highest occupied orbital energy: -12.973 eV

=====

8.
A structure of composition C69H68BrIKN5O2S2Sb2. Source: the Open Molecules 2025 dataset; level of theory: wB97M-V/def2-TZVPD.

Each line ends with the Mulliken charge.
Element x y z (Å)
K -0.49 2.05 -0.24  1.02
N 0.88 2.72 -5.32  -0.47
C 0.30 2.78 -4.04  0.05
S -1.18 1.95 -3.83  -0.42
N 0.96 3.52 -3.21  -1.33
N 0.76 3.46 -1.86  1.06
C 0.77 4.57 -1.24  -1.04
C 0.94 4.75 0.20  1.21
C 0.88 6.08 0.65  -0.81
C 1.16 6.45 1.95  -0.76
C 1.46 5.44 2.87  -0.62
C 1.50 4.13 2.47  -0.66
C 1.29 3.71 1.13  0.81
O 1.44 2.48 0.80  -0.76
H 0.19 2.61 -6.04  0.21
H 1.53 3.46 -5.49  0.24
H 0.75 5.50 -1.82  0.16
H 0.63 6.85 -0.07  0.33
H 1.13 7.49 2.25  0.35
H 1.67 5.70 3.91  0.34
H 1.74 3.36 3.19  0.00
C 4.81 1.45 0.40  -1.61
C 4.51 -0.05 0.50  0.87
C 4.29 -0.59 1.92  -1.93
Sb 2.61 0.35 2.99  0.92
C 1.18 -1.24 2.68  -0.31
C 1.13 -2.33 3.44  0.00
C 0.06 -3.32 3.29  -1.05
C -0.91 -3.16 2.39  -1.52
C -1.00 -1.98 1.48  1.93
C 0.14 -0.96 1.61  -0.23
C 3.29 -0.44 4.93  0.03
C 2.81 0.24 6.05  -0.73
C 3.23 -0.10 7.33  -0.58
C 4.15 -1.12 7.51  -0.39
C 4.63 -1.80 6.41  -0.73
C 4.20 -1.47 5.13  0.25
Sb 3.73 2.37 -1.28  0.52
C 4.51 0.82 -2.61  0.29
C 3.60 0.16 -3.43  -0.65
C 4.01 -0.85 -4.30  -0.61
C 5.35 -1.22 -4.34  -0.48
C 6.27 -0.57 -3.53  -0.59
C 5.85 0.45 -2.68  -0.39
C 5.44 3.64 -1.80  0.20
C 6.04 4.45 -0.83  -0.50
C 7.08 5.31 -1.15  -0.53
C 7.54 5.39 -2.46  -0.41
C 6.95 4.60 -3.44  -0.54
C 5.91 3.74 -3.11  -0.47
H 5.88 1.64 0.33  0.57
H 4.44 1.97 1.30  0.69
H 5.34 -0.60 0.04  0.74
H 3.64 -0.30 -0.11  -0.52
H 5.17 -0.38 2.53  0.50
H 4.12 -1.67 1.90  0.51
H 1.86 -2.50 4.22  0.33
H 0.06 -4.18 3.94  0.35
H -1.72 -3.88 2.30  0.70
H -1.94 -1.48 1.67  -1.29
H -0.30 0.04 1.79  0.13
H 2.09 1.04 5.92  0.31
H 2.84 0.44 8.19  0.36
H 4.49 -1.37 8.51  0.34
H 5.35 -2.61 6.54  0.36
H 4.59 -2.02 4.28  0.34
H 2.55 0.44 -3.40  0.41
H 3.29 -1.35 -4.93  0.45
H 5.67 -2.01 -5.01  0.35
H 7.32 -0.85 -3.56  0.37
H 6.58 0.96 -2.06  0.37
H 5.68 4.41 0.19  0.32
H 7.53 5.93 -0.38  0.36
H 8.35 6.06 -2.71  0.35
H 7.30 4.65 -4.46  0.36
H 5.45 3.13 -3.88  0.39
C -5.24 -1.00 -5.08  -1.84
C -5.26 -1.74 -3.74  2.23
C -4.74 -3.16 -3.96  -2.08
C -6.70 -1.84 -3.22  -1.39
C -4.40 -0.97 -2.75  0.88
C -4.75 0.33 -2.38  -0.47
C -3.91 1.05 -1.54  -1.67
N -2.77 0.57 -1.06  0.96
C -2.44 -0.68 -1.39  -0.07
C -3.22 -1.47 -2.22  -0.44
C -1.19 -1.16 -0.77  -1.27
C -1.08 -2.47 -0.03  -0.31
C 0.25 -3.10 -0.39  0.89
C 1.25 -2.24 -0.21  -1.45
C 0.83 -0.85 0.20  1.41
N -0.21 -0.36 -0.69  -0.58
C 0.42 -4.54 -0.83  2.32
C 1.62 -4.65 -1.79  -1.97
C 0.69 -5.44 0.39  -1.70
C -0.82 -5.06 -1.56  -1.84
H -5.72 -1.60 -5.86  0.47
H -4.21 -0.79 -5.38  0.40
H -5.76 -0.04 -5.01  0.35
H -5.42 -3.71 -4.62  0.47
H -4.67 -3.71 -3.02  0.34
H -3.76 -3.15 -4.43  0.37
H -7.35 -2.29 -3.97  0.46
H -7.11 -0.86 -2.97  0.32
H -6.74 -2.45 -2.32  0.12
H -5.65 0.80 -2.74  0.45
H -4.17 2.06 -1.23  0.38
H -2.87 -2.47 -2.46  0.51
H -1.95 -3.11 -0.16  1.61
H 2.30 -2.46 -0.35  0.51
H 1.65 -0.13 0.22  -0.49
H 2.56 -4.45 -1.26  0.31
H 1.53 -3.94 -2.61  0.43
H 1.67 -5.66 -2.20  0.47
H 1.55 -5.06 0.95  0.20
H 0.90 -6.46 0.06  0.54
H -0.17 -5.46 1.05  0.21
H -1.08 -4.42 -2.41  0.24
H -1.69 -5.13 -0.90  0.31
H -0.62 -6.07 -1.94  0.51
Br -5.37 4.83 0.72  -0.27
C -4.07 5.84 1.72  0.47
C -4.34 7.18 1.90  -0.55
C -3.44 7.96 2.60  -0.45
C -2.28 7.38 3.11  -0.59
C -2.05 6.02 2.93  -0.13
C -2.94 5.21 2.22  -0.39
I -2.71 2.98 2.25  0.26
H -5.25 7.62 1.50  0.36
H -3.64 9.01 2.77  0.32
H -1.57 7.99 3.65  0.36
H -1.15 5.57 3.33  0.35
C -5.63 -7.50 -0.20  -1.24
C -5.26 -6.20 0.46  0.78
O -4.17 -5.70 0.40  -0.44
S -6.62 -5.44 1.34  -0.33
C -5.88 -3.87 1.73  -0.06
C -5.26 -3.66 2.95  -0.45
C -4.60 -2.47 3.19  -0.52
C -4.55 -1.47 2.21  0.84
C -5.23 -1.68 1.00  -0.43
C -5.88 -2.87 0.76  -0.20
C -3.79 -0.28 2.38  -0.27
C -3.03 0.68 2.43  -1.10
H -4.76 -8.16 -0.22  0.31
H -5.93 -7.29 -1.23  0.27
H -6.47 -7.98 0.31  0.38
H -5.30 -4.43 3.71  0.43
H -4.10 -2.30 4.14  0.47
H -5.22 -0.90 0.25  0.48
H -6.39 -3.05 -0.18  0.41

Summary:
* electronic energy: -213414.0380 eV
* total charge: -2
* HOMO-LUMO gap: 4.98 eV
* ΔE to the lowest compared entry with this formula, charge and spin: 100.1 kJ/mol
* highest occupied orbital energy: -1.878 eV